The following is a DFT calculation (wB97M-V/def2-TZVPD) of 2 unconnected molecules or ions with the total composition C3H9NO2.

Each atom is followed by the atoms it is bonded to, with distances in Å.
Cartesian coordinates (Å):
1 C -0.6349 1.0158 -0.8555  O6 1.216, N9 1.361, C15 1.496
2 H -0.4461 -2.5945 1.2610  C5 1.080
3 H -2.5098 0.5712 -1.5982  N9 1.012
4 O 1.3507 -2.9119 2.0949  C5 1.463, H8 0.971
5 C 0.2775 -1.9735 1.7673  H2 1.080, O4 1.463, H7 1.092, H10 1.094
6 O -0.7529 0.3748 0.1708  C1 1.216
7 H -0.0128 -1.4088 2.6562  C5 1.092
8 H 1.9747 -2.4383 2.6681  O4 0.971
9 N -1.6179 1.0060 -1.7975  C1 1.361, H3 1.012, H14 1.003
10 H 0.6649 -1.1964 1.1022  C5 1.094
11 H 1.3692 1.1585 -1.4038  C15 1.098
12 H 0.8422 2.4535 -0.2844  C15 1.085
13 H 0.4700 2.4409 -2.0623  C15 1.085
14 H -1.5389 1.6415 -2.5689  N9 1.003
15 C 0.5642 1.8613 -1.1500  C1 1.496, H11 1.098, H12 1.085, H13 1.085

Gap between HOMO and LUMO: 10.342 eV
Energy: -8841.9031 eV
ΔE to the lowest compared entry with this formula, charge and spin: 101.5 kJ/mol
SMILES: CC(N)=O.CO
Net charge: 0